C55H41N8S4Sm as an isolated structure. Source: the OMol25 dataset; level of theory: the ωB97M-V functional and the def2-TZVPD basis.

Geometry as XYZ:
```
109
Properties=species:S:1:pos:R:3:forces:R:3:mulliken_charge:R:1
C -2.8284 2.4766 0.0668 -0.85 -0.80 -1.20 0.495
S -4.0741 -3.3520 1.2755 -0.01 0.59 -0.25 -0.423
Sm -0.6264 -0.1228 0.6117 -0.71 0.59 -0.22 0.236
H 6.6292 -3.9031 -3.0257 -0.08 -0.31 -0.42 0.343
H -6.0269 6.0109 2.8964 0.78 -0.81 0.00 0.278
C 3.6235 3.1747 3.9991 1.05 -1.14 -0.23 0.042
C -2.6508 -3.2865 -3.1879 -1.15 0.06 -0.96 -1.145
C 3.8865 -2.9253 -1.2534 -2.10 -0.29 1.25 0.738
N -1.5975 -1.6527 -1.1812 0.01 -1.18 -0.09 1.247
C -1.5869 2.8589 2.1765 0.67 -2.63 0.22 -0.100
C -2.1138 1.4752 -4.3050 0.83 -0.27 -1.39 -0.283
H -4.1113 0.2513 -6.8417 0.23 0.33 0.40 0.365
H -2.1508 4.1131 3.9333 1.05 -0.49 -0.53 0.406
C -0.3226 0.5197 -2.8613 -1.22 -0.94 -0.93 0.490
C 0.4441 2.3089 2.8141 2.22 0.14 0.24 0.421
N 0.3451 0.2045 -1.7078 0.18 0.43 -2.19 0.072
C 2.6946 2.1415 3.9998 -1.75 0.19 -0.83 -0.785
S -5.6277 -0.8869 0.4042 0.82 -0.42 0.29 -0.483
H 3.0079 -5.8157 3.2808 -0.09 -0.12 0.48 0.400
C 3.8340 0.5337 1.8682 -0.72 -0.77 -2.10 -1.538
H -0.9488 -4.4220 -2.9022 0.65 -0.57 -0.13 0.521
C -1.4466 -3.5321 -2.6077 0.98 -0.84 0.57 -0.823
C -2.3363 1.7523 -1.9376 0.13 -1.05 0.51 -0.447
H -1.7429 3.8157 -6.6709 0.02 0.26 -0.20 0.351
H 4.2156 -3.6399 3.3612 -0.01 -0.63 -0.33 0.491
C -4.3593 4.6465 2.3977 0.28 0.35 -1.20 -0.206
C -3.0764 2.1625 -6.8581 1.62 -0.48 0.53 -0.529
C -2.7555 -1.4143 -1.7653 -1.49 2.74 0.53 -0.016
N 0.4365 -2.5188 0.2986 0.58 -0.66 -0.68 0.344
H -3.0581 -3.9610 -3.9662 0.35 0.48 0.52 0.324
H 3.1418 -3.2994 -0.4504 1.51 0.79 -1.24 0.472
N -1.9806 1.7256 -0.6515 2.74 -0.52 1.05 0.109
H -3.2714 2.4450 -7.8699 -0.66 0.05 -0.43 0.360
C 3.1529 -5.2874 2.3557 0.44 0.95 -1.20 -1.112
H 0.2198 -5.4075 -1.1644 0.29 1.04 0.26 0.407
N 1.8014 0.6007 0.7222 -0.10 -1.56 -1.48 -0.047
C 1.8263 1.8257 2.7523 -0.54 0.01 2.03 1.446
H -4.2866 -1.9311 -3.2479 -0.09 0.21 0.46 0.727
H 4.9994 -4.7344 -1.2092 0.11 0.72 -0.47 0.346
C 4.3115 2.5335 6.2489 1.50 2.85 0.22 -0.314
H 4.8726 2.7694 7.1782 -0.13 -0.42 -0.88 0.283
H -7.0323 1.9442 2.4324 -0.53 -0.88 -0.12 0.489
S -3.1216 -0.6158 2.0869 0.13 -0.25 -0.70 -0.232
C 3.6538 -1.6531 -1.8017 -0.10 0.86 0.67 -1.538
C -3.3476 -2.1824 -2.7724 0.10 0.15 0.12 -1.475
H 1.4276 -4.5023 -2.0519 0.15 0.24 -0.52 0.365
C -0.0504 3.2913 3.7855 0.32 -0.12 0.28 -1.400
C -6.2869 2.6932 2.3758 0.45 0.11 0.13 -0.749
C -3.8946 2.8282 -0.8281 -1.06 -1.02 -2.64 -1.630
C 1.4429 -0.5236 -2.1170 0.35 -0.38 0.72 0.264
C 3.3049 1.6545 6.2720 -1.41 -2.71 0.86 -0.709
C 4.4633 3.3221 5.1078 0.31 1.43 -1.04 -0.641
C -3.4529 0.9404 -6.2947 0.17 0.12 -0.32 -0.696
H 4.5378 -0.1416 -3.0214 0.01 -0.16 -0.24 0.453
H 1.7404 0.5614 5.0984 0.87 1.28 0.42 0.300
C 0.3517 -0.2136 -4.0673 -1.65 1.38 1.84 -1.345
C 1.3538 -0.9316 -3.5300 0.47 0.94 -0.48 -1.438
C -2.7587 2.8367 1.4010 1.04 1.10 0.15 1.808
N 2.3674 -2.9718 3.1530 -1.24 0.57 0.10 -0.080
C 3.9833 -0.1103 0.6199 1.77 0.12 1.93 -1.349
H -4.0222 2.3285 -3.0888 -1.28 0.44 -0.69 0.815
C -0.9418 -2.7691 -1.5708 -0.09 0.11 -0.06 0.540
C -2.9095 0.6003 -5.0644 -0.99 0.06 0.99 0.580
C 0.9056 -4.5172 -1.1080 0.78 -1.09 1.09 -1.570
N 1.4304 -2.9722 1.1392 -1.01 0.17 -1.03 -0.470
N -0.5173 2.0201 1.9203 -0.33 0.78 -0.88 0.360
C 4.5829 -1.1846 -2.7258 -0.35 -0.30 0.47 -0.113
H 3.8570 3.6118 3.0202 -0.20 0.38 0.62 0.359
H 3.9013 -3.2071 1.7264 -0.78 -1.03 0.30 -0.088
H 4.8689 -0.5719 0.1092 -0.89 0.58 1.00 0.376
H 2.4191 -2.4808 4.0632 0.41 -0.78 -1.09 0.256
C -6.6576 3.9794 2.7166 0.14 -0.54 0.56 -0.500
C 2.4730 1.4271 5.1688 -0.33 -1.49 -0.23 0.261
C -1.6252 1.1693 -2.9644 2.98 -1.23 0.23 1.127
H -4.7492 1.3118 1.7066 -0.17 0.58 0.15 -0.579
H 6.3062 -1.6065 -3.9232 -0.67 -0.50 0.83 0.270
S 0.3784 -1.2429 2.9852 -0.44 0.08 0.68 -0.377
C 1.3752 -2.4286 2.3312 1.75 -0.97 0.52 -0.012
C 5.5915 -2.0326 -3.1638 1.21 0.92 -2.20 -0.546
H -1.0914 3.3572 -4.3697 1.24 0.87 0.88 0.566
H -7.6748 4.1013 3.1122 0.40 0.46 -0.45 0.309
H -3.6990 5.5211 2.2512 0.06 -0.83 0.26 0.351
C 2.7233 -0.0874 0.0117 -0.90 -0.96 -2.53 0.809
H -4.8278 3.2164 -0.5298 -0.74 0.77 0.29 0.498
H 5.2027 4.1403 4.9814 -0.24 -0.76 0.62 0.295
H 0.5806 3.7490 4.6107 -1.20 -0.75 -1.13 0.267
C 2.5369 -0.7289 -1.2861 0.41 -0.29 0.21 1.434
H 0.0180 -0.1097 -5.1046 0.21 -0.18 0.51 0.481
C -4.2844 -1.6655 1.1968 -0.34 0.15 0.07 0.093
C -4.9888 2.3484 2.0000 -0.57 0.04 0.05 0.621
H 2.0847 -1.4540 -4.1591 -0.23 -0.04 0.77 0.419
C -1.3657 3.5056 3.4190 -0.08 1.61 1.19 -0.903
C -2.1091 2.9194 -6.1986 0.15 0.34 1.01 -0.786
C -5.6774 4.9663 2.7128 -0.67 0.70 0.20 -0.556
H 1.6959 -4.7388 -0.3253 -1.16 0.26 -0.87 0.011
C 3.4400 -3.7852 2.5790 1.37 1.42 1.35 0.058
H -3.2342 -0.4313 -1.3974 0.33 -2.00 -0.64 0.162
H 2.2441 -5.3492 1.7507 0.16 -0.23 0.08 0.213
H 4.0043 -5.7599 1.8016 -0.65 0.36 0.39 0.263
C 2.4320 0.9330 1.8417 0.25 2.45 1.79 0.662
H -3.2761 -0.2770 -4.5305 0.30 -0.03 -0.35 0.104
H 3.2863 1.0183 7.1773 -0.64 0.28 -0.61 0.277
C -3.6272 2.3088 -2.1182 0.79 1.73 3.63 -1.175
C 0.2411 -3.2088 -0.7901 -0.82 0.41 1.14 0.914
C 5.7347 -3.3528 -2.7897 -0.64 0.60 2.62 -0.780
C -4.0007 3.3324 1.9698 -1.69 0.92 0.82 -0.669
H 4.5352 0.7230 2.6661 0.04 -0.01 -0.15 0.506
C -1.6210 2.6323 -4.8924 -2.79 -1.01 -2.68 -0.194
C 4.9065 -3.7384 -1.6926 0.42 -1.14 -0.83 -0.807
```
Forces are in eV/Å.

Output
LUMO energy (alpha / beta) in eV: 3.312 / 3.310
Multiplicity: 6
Total energy in eV: -130868.4906
Frontier orbital gap (alpha / beta) in eV: 4.00 / 4.01
Net charge: -2


C3H2HgLiO3 as an isolated structure. Source: the OMol25 dataset; level of theory: the ωB97M-V functional and the def2-TZVPD basis.

Geometry as XYZ:
```
10
Properties=species:S:1:pos:R:3:forces:R:3:mulliken_charge:R:1
O 3.1958 0.5466 -1.5299 -0.57 -0.12 0.66 -0.582
H -1.5716 0.6676 -0.7200 -0.04 -0.50 -0.15 0.419
C -2.9287 -0.2967 0.4831 -0.16 0.71 2.43 0.925
Li 4.0474 0.3309 0.3415 -0.31 0.10 -0.46 0.874
C 2.1386 0.4362 -0.9233 0.81 0.14 -1.19 0.510
O -3.6714 -0.1929 1.3587 0.25 -0.40 -1.63 -0.221
C -1.8142 -0.2974 -0.2648 0.28 -0.36 -0.18 -1.352
H -1.5442 -1.2694 -0.6900 -0.02 0.56 -0.19 0.429
Hg 0.1607 -0.2468 1.6223 -0.73 -0.06 -0.23 0.705
O 1.9876 0.3219 0.3224 0.50 -0.06 0.93 -0.706
```
Forces are in eV/Å.

Output
LUMO energy (alpha / beta) in eV: -3.708 / -6.688
Multiplicity: 3
Total energy in eV: -13656.9136
ΔE to the lowest compared entry with this formula, charge and spin in kJ/mol: 69.8
Frontier orbital gap (alpha / beta) in eV: 8.63 / 7.23
Net charge: +1


C26H30ClN2NdO4S3 as an isolated structure. Source: the OMol25 dataset; level of theory: the ωB97M-V functional and the def2-TZVPD basis.

Geometry as XYZ:
```
67
Properties=species:S:1:pos:R:3:forces:R:3:mulliken_charge:R:1
H -3.8950 -2.9466 0.5463 -0.01 -0.03 0.04 0.642
C -0.2178 2.8606 3.1982 -0.08 -0.01 0.11 -2.187
C 2.1965 1.8064 1.4006 0.62 0.18 -0.06 -0.428
H 3.9532 2.8619 1.8451 -0.04 -0.02 -0.01 0.360
H 6.7060 -0.9255 0.7013 0.09 -0.06 -0.06 0.292
C -1.1521 -4.2155 0.4595 -0.03 -0.16 -0.01 -0.528
C 0.7502 1.7454 1.0212 0.14 0.31 -0.12 -0.042
C -0.3104 2.6211 1.7058 -0.17 0.12 -0.15 1.537
N 2.8956 0.6438 0.8518 -0.16 0.08 0.30 -0.127
C 5.4626 -1.6410 -0.5719 0.21 -0.26 -0.15 0.359
H -0.9021 -4.9092 1.2604 0.02 -0.05 0.02 0.523
H 0.8848 5.7107 1.3351 0.01 -0.09 -0.03 0.454
H -0.3372 1.8274 -3.5018 -0.02 -0.05 -0.01 0.374
O 5.2121 -2.4173 -1.4503 -0.03 0.02 -0.03 -0.494
C -0.4348 -4.6637 -0.8101 -0.11 -0.11 0.09 -0.956
N 2.2420 -0.0148 -0.1365 -0.04 0.61 0.00 0.286
C 0.3673 2.1392 -2.7309 -0.14 0.09 0.09 -1.841
C 4.1816 0.2074 0.8741 -0.08 0.23 0.26 0.682
C -1.6962 2.1134 1.3391 -0.28 -0.16 -0.48 -1.261
H -2.0268 1.2517 -1.9666 -0.05 -0.08 -0.08 0.636
C -2.1991 1.6745 0.1567 0.17 0.16 0.85 1.066
H 2.9705 5.0327 2.1873 -0.04 -0.04 -0.01 0.462
H 0.6435 3.1780 -2.9329 0.01 -0.04 -0.07 0.482
C -3.3840 -3.3288 -1.9970 -0.07 -0.12 -0.08 -0.804
O 1.7608 -1.0674 -2.6526 1.05 -0.23 0.28 -0.575
O 6.6649 -1.5931 0.0000 -0.29 0.25 0.14 -0.452
H -0.5381 1.9610 3.7333 0.05 0.05 -0.02 0.431
H -2.2298 -4.2392 0.3416 -0.04 -0.03 -0.03 0.187
H -0.8795 3.6768 3.5028 0.04 -0.06 -0.05 0.415
Cl 5.3071 0.7176 2.0214 0.19 0.09 0.19 -0.228
C 1.1366 4.6569 1.2639 0.31 -0.23 0.12 -1.237
O 1.7418 -2.5964 -1.0905 0.36 -0.42 0.07 -0.485
C 0.0723 3.7619 0.6832 0.20 -0.12 0.09 0.042
S -0.5930 -3.6539 -2.2981 0.50 0.10 -0.09 0.070
H 0.4191 0.7182 0.9643 -0.07 -0.37 -0.05 1.202
H -0.7718 -5.6680 -1.0712 -0.03 -0.02 0.03 0.637
C 3.1261 -0.7882 -0.7157 -0.05 -0.52 -0.53 0.203
H -2.5997 -2.1903 2.4467 -0.08 -0.01 0.01 0.608
C -3.4433 -1.9598 0.4812 -0.12 -0.03 0.21 -1.151
H -4.1664 2.3274 -0.4109 0.06 -0.02 0.03 0.400
C 2.8794 2.9178 1.7333 -0.27 -0.37 -0.27 -0.782
H -3.9510 0.6121 -0.6310 0.10 0.13 0.09 0.411
H 1.6153 2.8865 -0.6832 0.03 0.03 0.00 1.033
H -2.4229 2.2156 2.1452 0.10 -0.02 -0.06 0.496
C -2.2942 -1.8036 1.4745 -0.22 0.07 0.03 -0.113
H -2.0516 -0.7496 1.6224 -0.01 0.05 -0.01 -0.174
H -4.2904 -3.2475 -2.5939 -0.03 0.04 -0.01 0.569
Nd 0.0541 -0.9893 -1.2956 -2.89 0.69 0.50 0.771
H 0.6377 -4.7320 -0.6512 0.09 0.04 0.02 0.418
H -0.7608 4.3425 0.2959 0.01 -0.01 -0.02 0.594
H -3.6108 -4.0067 -1.1789 0.03 -0.03 0.01 0.386
C -0.2196 2.0796 -1.3462 0.05 0.04 0.01 -0.154
H -2.4182 -4.9349 -3.0607 -0.09 -0.01 0.01 0.489
S -3.0645 -1.6893 -1.2722 0.22 0.15 -0.13 -0.008
C 4.3718 -0.7325 -0.1262 0.13 0.06 0.13 -0.257
H -2.2625 -3.3957 -3.8548 -0.02 0.06 0.00 0.404
S -0.7167 -2.5541 1.0483 0.51 -0.01 -0.12 -0.046
C 2.3213 4.2696 1.7740 -0.50 0.07 -0.10 -0.854
C 2.3196 -1.6374 -1.6399 1.22 -0.30 -0.76 0.782
C -2.2631 -3.8715 -2.8732 -0.31 -0.09 -0.07 -0.824
C -3.6935 1.4446 0.0301 0.01 0.04 0.00 -1.819
C -1.4412 1.5649 -1.1045 -0.15 0.32 -0.06 -1.104
C 0.6435 2.6373 -0.2640 -0.04 0.11 0.13 0.426
H 0.7909 3.1060 3.5258 -0.07 -0.01 -0.06 0.410
H -4.2243 -1.2532 0.7597 0.00 0.00 -0.01 0.553
H 1.2934 1.5634 -2.8216 0.05 -0.01 0.05 0.461
H -4.1590 1.2820 1.0040 0.05 0.03 -0.06 0.376
```
Forces are in eV/Å.

Output
LUMO energy (alpha / beta) in eV: -6.632 / -6.149
Multiplicity: 4
Total energy in eV: -98909.7198
ΔE to the lowest compared entry with this formula, charge and spin in kJ/mol: 461.5
Frontier orbital gap (alpha / beta) in eV: 6.91 / 7.40
Net charge: +2